(1)
Here is 2 unconnected molecules or ions with the total composition C7H18O from the Open Molecules 2025 dataset. Energies are from the ωB97M-V functional and the def2-TZVPD basis.

ΔE to the lowest compared entry with this formula, charge and spin = 11.7 kcal per mole
Frontier orbital gap = 11.02 eV
E_LUMO = 1.02 eV

XYZ file:
```
26
C7H18O | the Open Molecules 2025 dataset | the ωB97M-V functional and the def2-TZVPD basis
C 0.35 -2.06 -0.28
H 2.21 -1.31 -1.12
H 1.71 -2.90 -1.76
H -0.56 0.89 2.59
H 0.40 1.07 -3.15
H 2.39 -2.78 -0.11
C -1.00 -0.10 2.82
H -0.11 -3.04 -0.04
H 1.28 1.91 -1.84
H -1.66 -0.48 0.80
H 0.38 2.85 -3.07
H -0.29 -1.57 -1.05
C 1.75 -2.28 -0.86
C 0.36 -1.19 0.98
C 0.37 1.93 -2.47
C -0.89 2.92 -0.79
H -1.82 2.80 -0.21
H -0.94 3.88 -1.32
H 0.82 -0.21 0.73
H -0.04 2.94 -0.09
H 1.00 -1.68 1.74
O -0.80 1.83 -1.69
H -0.38 -0.58 3.60
C -1.03 -0.96 1.56
H -1.48 -1.94 1.80
H -2.01 0.05 3.22
```

***

(2)
Here is 2 unconnected molecules or ions with the total composition C7H18O2Si at a distorted geometry from the Open Molecules 2025 dataset. Energies are from the ωB97M-V functional and the def2-TZVPD basis.

ΔE to the lowest compared entry with this formula, charge and spin = 41.8 kcal per mole
Frontier orbital gap = 9.28 eV
E_LUMO = 0.65 eV

XYZ file:
```
28
C7H18O2Si | the Open Molecules 2025 dataset | the ωB97M-V functional and the def2-TZVPD basis
H 1.97 1.71 -0.30
Si -0.70 0.74 0.74
C -0.75 -0.96 -0.14
H -2.82 0.89 2.02
H -1.43 -1.55 -2.10
H 0.38 2.84 0.45
H 5.67 0.00 0.66
H -2.79 -1.51 0.61
C -1.36 -0.58 -1.49
H -3.06 0.77 0.34
H 1.01 -0.88 -1.18
C -2.49 1.32 1.08
H -0.59 2.35 -1.04
C -1.70 -1.91 0.65
H -0.66 0.13 -1.92
H -2.80 2.38 1.21
H -2.29 -0.10 -1.28
H 0.34 0.35 1.92
H 0.64 -2.43 -0.92
O 4.01 1.05 0.61
H -1.36 -2.14 1.63
C 0.16 2.13 -0.38
O 1.36 1.79 -1.00
H 1.19 -1.80 0.57
C 0.64 -1.50 -0.41
H -1.87 -2.98 0.26
C 4.67 0.18 0.21
H 4.62 -0.29 -0.75
```

***

(3)
Here is 2 unconnected molecules or ions with the total composition C7H18OP at a distorted geometry from the Open Molecules 2025 dataset. Energies are from the ωB97M-V functional and the def2-TZVPD basis.

ΔE to the lowest compared entry with this formula, charge and spin = 58.2 kcal per mole
Net charge = +1
Frontier orbital gap (spin up / spin down) = 8.39 / 8.05 eV
E_LUMO (spin up / spin down) = -5.52 / -5.18 eV

XYZ file:
```
27
C7H18OP | the Open Molecules 2025 dataset | the ωB97M-V functional and the def2-TZVPD basis
H 1.67 2.37 -2.02
H -0.12 -3.29 0.86
H -1.73 3.07 0.79
H -1.08 -2.26 -0.59
C -0.84 1.30 1.15
H -0.78 -2.75 2.50
H 0.05 2.03 -2.10
H -1.02 2.25 -0.64
H -1.37 1.02 2.20
H -2.42 -1.41 -0.06
H -2.66 1.87 -0.16
C -1.65 2.17 0.19
C 0.99 1.71 -2.64
C 0.07 -2.82 1.81
C 0.53 -1.34 1.65
H -1.66 -0.96 -1.56
O 1.47 -0.30 -1.20
C -1.51 -1.27 -0.52
H 0.84 -3.50 2.40
H 0.52 -0.80 2.55
H 1.53 -1.25 1.30
C 1.08 0.19 -2.40
H 1.95 -0.12 -3.01
P -0.39 -0.33 0.45
H 0.92 1.85 -3.68
H 0.20 -0.36 -2.76
H 0.03 1.73 1.42
```

***

(4)
Here is 2 unconnected molecules or ions with the total composition C7H18S at a distorted geometry from the Open Molecules 2025 dataset. Energies are from the ωB97M-V functional and the def2-TZVPD basis.

ΔE to the lowest compared entry with this formula, charge and spin = 28.4 kcal per mole
Frontier orbital gap = 9.69 eV
E_LUMO = 0.85 eV

XYZ file:
```
26
C7H18S | the Open Molecules 2025 dataset | the ωB97M-V functional and the def2-TZVPD basis
H -1.23 4.12 2.92
H -2.62 0.23 5.95
H -1.44 3.97 1.15
C -2.20 2.28 2.29
H 1.98 0.47 2.40
C -1.20 3.42 2.07
C 1.14 1.17 2.29
S -0.72 -0.91 2.41
H -1.93 2.17 4.43
C -1.90 1.48 3.56
H -0.18 3.01 1.98
C -2.58 -0.44 5.07
H 1.50 2.06 1.74
H -0.88 1.06 3.49
H 0.82 1.49 3.29
H -1.57 -0.88 5.01
C -0.01 0.52 1.54
H 0.41 -1.66 2.41
H -3.31 -1.26 5.22
H -2.87 -0.34 2.93
H -3.22 2.70 2.36
H -3.91 0.76 3.86
H 0.30 0.21 0.52
H -2.17 1.59 1.42
C -2.89 0.34 3.80
H -0.86 1.22 1.44
```